The following is a DFT calculation (wB97M-V/def2-TZVPD) of C19H2F4N6O7Tl as an isolated structure.

LUMO level in eV: -1.9
E in eV: -58565.5618
Energy above the lowest of the compared OMol25 structures with the same formula, charge and spin in kJ/mol: 78.8
Strongest force on any atom in Eh/bohr: 0.01517

```
! RIJCOSX wB97M-V def2-TZVPD def2/J DEFGRID3
* xyz -1 1
Tl 0.78518 -0.38538 1.14863
F 0.36234 2.86260 1.64298
F 1.49192 3.76347 3.80978
F -2.00444 1.84421 6.41842
F -3.14948 0.97764 4.25330
O 2.01349 -0.16073 -0.79897
O -0.33365 -1.66287 -0.42398
O 4.78240 0.65670 -2.20752
O 4.75374 -4.53570 -4.26320
O 2.78166 -5.38022 -4.12257
O -0.91582 -2.40651 -2.46157
O 5.20270 -0.55362 -0.47867
N -0.56730 3.10955 8.76047
N -4.31433 0.17125 1.59702
N 4.62125 -0.33470 -1.52669
N 2.49797 4.82921 6.46813
N 3.58702 -4.49265 -3.89048
N -1.34622 2.13359 -0.71191
C -0.22078 2.90220 5.23279
C -2.03400 1.67524 4.13674
C -0.19831 3.20810 7.67737
C -2.09875 1.50236 1.67739
C -3.33253 0.76197 1.66764
C 3.65347 -1.34372 -1.98966
C 3.14714 -3.34276 -3.13316
C 1.55068 4.18806 6.36617
C 0.34625 3.10940 3.91178
C 1.80512 -3.19762 -2.78235
C 1.38563 -2.13947 -2.01142
C 4.08474 -2.39700 -2.73906
C -0.23882 2.65651 2.79848
C 2.31049 -1.15631 -1.55569
C -1.61490 1.82459 0.36128
C 0.34822 3.39717 6.35887
C -1.44512 2.12266 5.24942
C -1.49374 1.92305 2.80974
C -0.09283 -2.05778 -1.62288
H 1.08308 -3.92855 -3.11740
H 5.12173 -2.51300 -3.02440
*
```